1.
Here is an isolated ion of composition C10H14N3 and charge +1 from the OMol25 dataset. Energies are from ωB97M-V/def2-TZVPD.

```
! RIJCOSX wB97M-V def2-TZVPD def2/J DEFGRID3
* xyz 1 1
H 2.6690 -0.9200 2.0343
C 0.0149 -0.0932 0.4782
H 1.4747 2.7765 0.9652
C 2.0428 2.1634 -1.0594
H 1.2773 -0.2623 2.7047
H -1.2580 3.0155 -0.3299
H -4.4648 -0.5792 -0.1684
H 1.7219 -2.6591 -1.8059
H -3.6399 -1.8227 0.5490
H 1.8819 1.6159 -1.9171
C 0.0415 1.2798 0.0871
H 2.7004 -2.0332 0.1921
C -1.1615 -0.7605 0.4688
N 1.2147 -0.7571 0.7909
C 1.0221 -2.0355 -1.2697
C -2.4252 1.1832 -0.0488
C -2.4320 -0.1741 0.0950
H 3.0613 2.5647 -1.2614
N 1.8676 -0.3905 1.9291
H -3.3299 1.8050 -0.2709
N -3.5494 -0.9179 0.0874
C 1.7853 -1.5434 -0.0044
H 0.5451 -1.2250 -1.9055
H 0.1577 -2.5283 -0.8241
C -1.1980 1.9450 -0.1280
C 1.2490 2.1331 0.0646
H -1.2683 -1.7801 0.5470
*
```

## Properties
structure (SMILES) = C=Cc1ccc(N)cc1/[N+](N)=C\C
energy = -553.37240 a.u.
orbital gap = 0.281 Eh
E_HOMO = -11.5 eV


2.
Here is C21H28F3O4Tb as an isolated structure from the OMol25 dataset. Energies are from ωB97M-V/def2-TZVPD.

```
! RIJCOSX wB97M-V def2-TZVPD def2/J DEFGRID3
* xyz 0 7
H -1.3388 4.8778 -1.2854
Tb 0.6600 -0.7548 1.1630
C -0.5928 -2.1498 3.1786
C 1.3546 -2.0377 -1.4890
H -1.7388 -0.2898 3.7194
O 0.6752 2.2809 -0.6544
H 3.9053 -1.6019 0.6330
H -1.9015 -2.8453 0.1774
C 2.9501 -1.8227 0.1541
H -1.2784 2.6698 -1.3573
H -1.3145 -0.0310 -4.5527
H 0.2533 -3.7183 -0.4914
C -1.9796 0.6422 -0.9931
H 0.9446 -2.0407 -2.4933
O -0.8969 -0.2592 -1.2901
H -3.5694 -0.3494 -2.1712
C 2.0519 -2.8674 0.5443
H -1.0400 -2.7142 -2.4368
F 4.1392 0.6562 3.9075
C -1.5202 -2.3696 1.0898
O 1.5173 0.6167 2.6421
H 1.0614 5.3626 0.0987
H -0.3781 1.0855 -3.4243
H -2.9982 1.3025 -2.8555
C -1.8882 -2.0138 -2.5397
C 0.7566 3.1954 0.5659
H -2.4541 -2.1724 -3.4804
H -0.0631 2.6502 -2.6602
C -0.2497 3.0004 -1.6380
C -0.6414 0.0382 -3.6726
H -0.0044 2.7540 1.3221
H 1.7976 3.2252 0.9664
C -2.7733 0.4052 -2.2642
C -2.0179 -1.1649 1.6614
C -1.5078 -0.5287 -2.5624
C -0.6432 -2.9681 2.0243
H 0.2459 5.0923 -2.0635
H -1.3624 1.5033 -0.7178
C -1.4394 -1.0178 2.9619
H 2.2068 -3.5709 1.3594
H 3.0135 -0.5597 -1.7187
C 2.4985 -1.2976 -1.0936
H -0.1538 -2.4309 4.1395
O 1.9700 -1.5662 2.8666
C 0.2482 4.6179 0.0926
C 1.0423 -2.9627 -0.4548
F 3.5534 -1.0633 5.1005
H -2.5734 0.5218 -0.0841
H 0.2928 -0.5374 -3.8941
H -2.5426 -2.1316 -1.6454
C 2.1027 -0.3627 3.2247
C -0.3061 4.5190 -1.3256
C 3.0690 -0.0028 4.4141
H -0.1959 -3.9681 1.9329
H -0.5534 4.9246 0.7911
F 2.4495 0.8001 5.3083
H -2.8427 -0.5702 1.2702
*
```

## Properties
energy = -2241.93887 a.u.
orbital gap (spin up / spin down) = 0.289 / 0.293 Eh
E_HOMO (spin up / spin down) = -7.5 / -7.6 eV


3.
Here is one molecule with the formula C3H4O2 from the OMol25 dataset. Energies are from ωB97M-V/def2-TZVPD.

```
! RIJCOSX wB97M-V def2-TZVPD def2/J DEFGRID3
* xyz 0 1
C 0.3276 -0.0333 0.1717
H 1.8645 -0.7646 -0.6558
H -1.2928 -0.3208 1.9263
C -0.9772 -0.2087 0.8278
H 1.2969 1.5370 -0.7579
C -1.3109 -0.2854 -0.4148
O 0.9210 1.2180 0.1148
O 1.2700 -1.0531 -0.0122
H -2.0992 -0.0890 -1.2000
*
```

## Properties
structure (SMILES) = OC1(O)C=C1
energy = -267.05216 a.u.
orbital gap = 0.337 Eh
E_HOMO = -8.6 eV


4.
Here is a 2-piece molecular cluster, C9H14 overall from the OMol25 dataset. Energies are from ωB97M-V/def2-TZVPD.

```
! RIJCOSX wB97M-V def2-TZVPD def2/J DEFGRID3
* xyz 1 2
C 2.4591 -0.0984 1.5115
C -1.7379 0.0735 -2.5818
H 3.2589 -0.8248 1.5779
H -0.5814 -1.6543 1.3744
H 1.8267 -0.3156 0.6344
C -0.6899 -2.0574 0.3802
H 1.9985 1.9733 1.2407
C 2.8425 1.3666 1.5893
H 1.6868 -0.3524 2.2554
H 2.7518 1.6827 2.6353
C -2.1157 1.2488 -1.8992
H -0.8381 -1.8561 -2.4312
C -1.1868 -0.9701 -0.5026
C -1.1985 -0.9877 -1.8943
H 0.2315 -2.5055 -0.0155
C -1.8822 1.3889 -0.5083
H -1.6900 0.2429 -3.6524
H 3.7674 1.5675 1.0662
H -1.3501 -2.9118 0.2459
C -1.4364 0.3247 0.1987
H -1.4712 0.2825 1.2780
H -2.6205 2.0298 -2.4526
H -2.0245 2.3528 -0.0499
*
```

## Properties
energy = -350.98035 a.u.
orbital gap (spin up / spin down) = 0.352 / 0.216 Eh
E_HOMO (spin up / spin down) = -14.1 / -14.1 eV


5.
Here is I2O3 as an isolated structure from the OMol25 dataset. Energies are from ωB97M-V/def2-TZVPD.

```
! RIJCOSX wB97M-V def2-TZVPD def2/J DEFGRID3
* xyz 0 1
O -1.1980 -0.3547 -0.4656
I 1.1277 -1.7067 -2.0366
O -0.0750 0.0461 0.0161
O 1.2117 -0.0205 -1.1706
I -2.7685 0.9855 -0.6990
*
```

## Properties
energy = -820.82850 a.u.
orbital gap (spin up / spin down) = 0.277 / 0.268 Eh
E_HOMO (spin up / spin down) = -9.5 / -9.4 eV


6.
Here is C32H35Cl4FN9NbO5S as an isolated structure from the OMol25 dataset. Energies are from ωB97M-V/def2-TZVPD.

```
! RIJCOSX wB97M-V def2-TZVPD def2/J DEFGRID3
* xyz 2 1
N -1.3683 -3.7746 0.7250
H -1.4860 -3.9216 1.7289
C 3.0634 -1.2201 -0.9774
C -5.1775 1.7038 -2.2849
H 3.6919 2.4542 -4.4566
H 4.9478 -1.1567 -1.9995
C -0.9310 3.2181 3.9499
H -3.1939 -2.7870 0.4639
C 5.4160 -0.4004 -4.5310
N -0.5390 1.1836 2.7175
H -6.8397 0.4430 3.2465
H 5.0484 2.7244 -6.4754
C 3.9822 1.5061 -4.9844
H -1.9906 -2.4390 -0.6613
H 7.2251 0.4838 -3.6764
H 6.3695 2.4194 -4.4113
H -7.9960 -0.8558 2.9686
H -1.7138 -4.6176 0.2523
C 0.5722 -2.1643 2.3653
C 4.9606 -2.5319 0.1508
H 5.1898 0.9648 -6.7212
O -2.1944 1.2292 0.5308
H -3.9244 2.2014 5.0999
O -0.2781 -0.4249 0.0955
H 0.7942 4.4623 4.2407
Nb -1.9673 -0.5358 1.4466
C -5.1166 0.6006 -1.4276
N -2.1735 -2.6140 0.3341
H 2.4279 2.6738 3.3956
Cl -4.2971 4.0767 -3.3110
C 1.2325 -0.1331 -2.1187
C 3.5065 -0.0198 -3.0461
C 1.3168 2.5191 3.3934
C -1.3978 2.0184 3.3337
H 6.3497 -3.8294 -0.8122
H 5.5727 -1.2362 -3.8564
H 3.1201 -2.9130 1.9085
C 6.7309 0.3642 -4.6655
O 0.8955 -3.0278 3.1576
Cl -6.4003 1.8009 -3.4818
C 1.3870 -1.7586 1.1907
C -3.1642 2.6208 -1.1945
Cl -6.3237 -0.5897 -1.5075
C 5.2728 -3.6475 -0.8370
H 4.7364 -4.5719 -0.6295
H 5.1205 -2.9371 1.1728
C -3.8040 2.5165 4.0458
H 7.3895 -0.1687 -5.3342
H 1.4150 0.5125 2.4791
N -5.9861 -1.5029 3.2272
O -0.6285 -1.5463 2.4373
C 5.1563 1.7680 -5.9738
C 2.1254 0.3310 -3.0313
H -3.4665 3.5577 4.0720
C 0.4461 3.4900 3.9136
H -8.2283 0.2131 5.2335
N 3.5454 -2.0156 0.0743
C -4.1657 2.7104 -2.2094
N -4.5117 0.2330 2.8866
H -4.7723 2.4131 3.5369
C 0.7983 1.3561 2.8355
F 1.5894 1.1943 -3.9341
C -4.7274 -1.0654 2.9722
N -3.1693 0.5218 2.8346
H 4.9711 -3.3710 -1.8770
O -3.7945 -0.6537 0.2012
Cl -1.9108 3.8476 -1.1238
C 1.6961 -0.8156 -0.9918
S -3.4109 -2.2363 2.9426
C 2.6701 -2.3131 1.0959
C -2.7795 1.6801 3.4066
C -3.1309 1.4671 -0.3856
H -7.7821 -1.5199 5.4021
H -1.6338 3.8799 4.4271
N 4.3969 0.4863 -3.9943
H 5.6203 -1.6428 0.0659
N 6.4328 1.7594 -5.2122
C -7.4288 -0.5154 5.0528
H 3.0953 1.1975 -5.5639
H 5.1130 -0.8235 -5.5051
H 7.2120 2.1378 -5.7777
C -4.0553 0.4477 -0.4938
C 3.9054 -0.8454 -1.9929
H 0.1696 0.0679 -2.1938
H -6.0701 -2.5032 3.3768
C -7.1082 -0.5931 3.5450
C 0.8895 -1.0064 0.1081
H -6.5303 -0.2111 5.6205
*
```

## Properties
energy = -4504.82910 a.u.
orbital gap = 0.207 Eh
E_HOMO = -11.3 eV


7.
Here is an isolated ion of composition C8H11N4O and charge -1 from the OMol25 dataset. Energies are from ωB97M-V/def2-TZVPD.

```
! RIJCOSX wB97M-V def2-TZVPD def2/J DEFGRID3
* xyz -1 1
H 1.7525 -2.3048 0.9297
H 3.6865 0.1116 0.2312
H -1.9605 -0.8857 1.5718
N -1.5351 1.3720 -3.6942
C -0.7710 1.3214 1.3444
H -1.8648 1.3830 1.6495
H -0.2686 1.5161 2.3434
N -1.3004 2.3383 -2.8025
C -0.3078 0.0112 0.7717
N -1.1363 1.9543 -1.6103
O -1.4338 -0.9748 -3.4227
C 3.2990 -0.9251 0.4271
C 1.9640 -1.1938 0.7195
H 3.9747 -1.7333 0.2288
N -1.0878 0.6084 -1.6265
H -0.8283 2.0969 0.6598
H 1.5568 1.0183 0.4724
H -0.8611 -1.3974 -0.8806
C -0.9008 -1.1628 1.6724
C -1.3803 0.1922 -3.0425
H -0.3853 -1.0113 2.6563
H -0.5000 -2.0806 1.2863
C 1.1730 -0.0201 0.7418
C -0.8845 -0.2339 -0.6268
*
```

## Properties
energy = -605.57366 a.u.
orbital gap (spin up / spin down) = 0.207 / 0.279 Eh
E_HOMO (spin up / spin down) = -2.8 / -4.2 eV


8.
Here is C17H20F2HgNOS as an isolated structure from the OMol25 dataset. Energies are from ωB97M-V/def2-TZVPD.

```
! RIJCOSX wB97M-V def2-TZVPD def2/J DEFGRID3
* xyz 0 2
C 3.0740 -2.0406 -2.2118
C -2.3792 4.5143 0.0472
H -1.3028 4.1898 -1.8101
H 3.1388 -2.9742 -2.7429
H 5.0310 -1.4211 -2.8240
H -4.3339 2.1103 -0.5496
H -3.1918 -0.1758 1.1209
C -1.8269 -3.6968 -1.4407
C -0.3186 -2.1115 -0.5344
C 4.1497 -1.1679 -2.2534
C 2.9378 0.2842 -0.8263
H -1.0730 -4.9033 -3.0501
C -1.1113 4.9000 0.7972
C 0.3721 -3.5031 -2.3114
N 1.9124 -0.5399 -0.7820
H -2.9424 3.5080 -1.8007
H -2.2526 -0.0288 -1.2456
H -2.3233 -2.4331 0.2049
H -2.9522 1.5538 1.4243
C 0.6868 -2.4520 -1.4378
H -4.5540 0.8393 1.5901
H 4.8896 0.7463 -1.5900
H -2.9192 5.4218 -0.2363
C -3.9207 1.1034 -0.4572
H -1.3552 5.3727 1.7463
C -2.6707 0.9765 -1.3064
O -0.1941 1.8277 -1.6065
S -1.3101 2.0656 -0.6911
C 1.9401 -1.6751 -1.4821
F -3.0582 -4.2467 -1.4649
H -3.0318 3.9311 0.7007
H -0.5045 4.0193 0.9980
C 4.0825 0.0313 -1.5668
C -2.0590 3.7020 -1.1971
Hg -0.0107 -0.1464 1.3677
H 2.8256 1.1954 -0.2538
C -1.5554 -2.7040 -0.5082
C -0.8668 -4.1218 -2.3340
H -4.6767 0.4014 -0.8187
H -0.5194 5.5889 0.1993
C -3.6354 0.8140 1.0105
F 1.2749 -3.9653 -3.2041
H -2.8390 1.2200 -2.3543
*
```

## Properties
energy = -1541.02365 a.u.
orbital gap (spin up / spin down) = 0.303 / 0.259 Eh
E_HOMO (spin up / spin down) = -7.8 / -8.3 eV


What are the energy relative to the best compared isomer or geometry (same formula, charge and spin) values for these records? In order: 326.6 229.1 369.2 75.2 48.9 62.0 127.9 79.0 kJ/mol.
What are the max |F| values for these records? In order: 4.50 4.08 3.40 2.71 1.85 4.34 3.84 1.63 eV/Å.